[1]
Molecular formula: C35H27N8O4S2Tc
Method: DFT, wB97M-V/def2-TZVPD

Positions of all 77 atoms, in Å:
Tc (0.267, -0.458, 0.108)
S (4.145, -1.794, 1.794)
C (4.496, -0.408, 0.846)
C (3.390, 0.110, 0.247)
C (2.213, -0.636, 0.550)
C (2.491, -1.703, 1.378)
C (1.438, -2.621, 1.767)
C (1.595, -3.805, 2.470)
C (0.489, -4.611, 2.674)
C (-0.743, -4.228, 2.164)
C (-0.838, -3.028, 1.488)
N (0.223, -2.234, 1.316)
H (5.511, -0.047, 0.784)
H (3.409, 0.981, -0.389)
H (2.574, -4.093, 2.830)
H (0.589, -5.541, 3.218)
H (-1.623, -4.841, 2.290)
H (-1.776, -2.666, 1.094)
C (7.324, 3.727, -2.065)
O (6.616, 2.495, -2.002)
C (5.805, 2.184, -3.040)
C (5.218, 0.916, -2.989)
C (4.354, 0.502, -3.977)
C (4.061, 1.353, -5.051)
C (4.699, 2.582, -5.126)
C (5.551, 3.020, -4.121)
N (3.222, 1.062, -6.181)
N (2.240, 0.303, -6.155)
C (1.734, -0.214, -4.912)
C (1.513, -1.559, -4.793)
C (1.041, -2.130, -3.588)
C (0.783, -1.321, -2.519)
O (0.331, -1.748, -1.315)
C (0.926, 0.073, -2.662)
N (0.576, 0.808, -1.564)
C (0.526, 2.123, -1.657)
C (0.866, 2.790, -2.841)
C (1.291, 2.071, -3.926)
C (1.343, 0.663, -3.859)
H (7.955, 3.756, -1.182)
H (6.639, 4.578, -2.050)
H (7.949, 3.776, -2.958)
H (5.470, 0.263, -2.163)
H (3.942, -0.495, -3.923)
H (4.510, 3.204, -5.992)
H (6.016, 3.991, -4.203)
H (1.742, -2.195, -5.638)
H (0.888, -3.198, -3.503)
H (0.207, 2.665, -0.781)
H (0.788, 3.866, -2.878)
H (1.559, 2.578, -4.844)
N (-1.096, -0.533, 7.680)
C (-1.176, -0.210, 6.361)
C (-2.194, 0.633, 5.891)
C (-2.280, 0.954, 4.556)
C (-1.363, 0.419, 3.657)
C (-0.334, -0.403, 4.106)
C (-0.240, -0.717, 5.442)
S (-1.482, 0.870, 1.985)
O (-1.752, -0.329, 1.141)
O (-2.380, 1.966, 1.847)
N (0.019, 1.131, 1.409)
C (0.763, 2.232, 1.837)
N (1.844, 2.524, 1.125)
C (2.558, 3.565, 1.551)
C (2.198, 4.314, 2.653)
C (1.042, 3.919, 3.309)
N (0.322, 2.879, 2.913)
H (-1.712, -0.110, 8.349)
H (-0.323, -1.065, 8.034)
H (-2.915, 1.041, 6.589)
H (-3.053, 1.621, 4.198)
H (0.411, -0.778, 3.415)
H (0.564, -1.353, 5.794)
H (3.450, 3.799, 0.978)
H (2.778, 5.164, 2.981)
H (0.681, 4.447, 4.184)

Cartesian forces, eV/Å:
Tc -0.51 -1.01 -0.13
S 0.01 -0.05 0.01
C 0.02 0.03 -0.08
C 0.04 -0.07 -0.05
C 0.03 0.35 0.16
C 0.10 0.02 0.06
C -0.14 -0.08 -0.07
C 0.03 -0.01 0.03
C -0.01 -0.02 0.01
C 0.00 -0.04 0.03
C 0.11 0.14 0.07
N 0.21 -0.02 0.06
H -0.01 -0.01 0.02
H 0.00 0.02 0.01
H -0.01 -0.01 0.00
H 0.00 0.00 -0.01
H 0.01 0.00 0.01
H 0.01 0.01 -0.01
C -0.01 0.00 0.01
O -0.01 0.01 -0.05
C 0.02 0.02 0.04
C 0.00 -0.03 0.00
C 0.07 -0.04 -0.03
C -0.12 -0.01 -0.05
C -0.03 0.07 0.01
C -0.04 -0.01 -0.01
N 0.11 -0.30 -0.08
N -0.03 0.26 0.40
C 0.00 0.05 -0.22
C 0.07 -0.11 0.08
C 0.05 -0.05 -0.12
C -0.10 -0.06 0.24
O -0.01 0.24 -0.24
C -0.07 0.20 0.04
N -0.16 0.12 0.16
C 0.09 -0.02 -0.07
C -0.02 0.00 0.05
C 0.05 0.00 -0.11
C -0.12 0.05 0.02
H 0.00 0.00 0.01
H -0.01 -0.01 -0.01
H 0.00 -0.01 0.00
H 0.00 0.00 -0.02
H -0.01 0.01 0.00
H 0.01 -0.01 0.00
H 0.00 0.00 -0.01
H 0.01 -0.01 0.03
H 0.01 0.01 -0.03
H 0.01 -0.01 0.01
H 0.00 0.00 -0.01
H 0.01 -0.01 0.00
N -0.02 -0.03 -0.01
C 0.01 0.00 -0.01
C 0.00 0.00 0.04
C -0.07 -0.04 -0.03
C -0.06 -0.02 0.01
C 0.01 -0.04 0.00
C -0.02 0.00 0.01
S 0.35 0.31 -0.08
O 0.24 0.13 -0.34
O -0.12 -0.06 -0.05
N 0.03 0.14 0.17
C -0.08 -0.13 0.09
N 0.07 0.04 -0.07
C -0.01 -0.03 -0.01
C -0.01 0.04 0.04
C 0.03 0.03 0.00
N -0.01 0.02 0.05
H 0.01 0.01 0.00
H 0.01 0.01 0.00
H 0.01 0.00 0.00
H 0.02 -0.01 0.00
H -0.02 0.02 0.02
H 0.00 0.01 0.00
H -0.01 0.00 -0.01
H 0.00 -0.02 0.01
H 0.00 0.01 -0.01

The value obtained for the strongest force on any atom is 0.0221 hartree/bohr. The HOMO-LUMO gap (alpha / beta) comes out at 0.214 / 0.225 hartree. Its HOMO energy (alpha / beta) is -10.31 / -10.32 eV. Its spin multiplicity is 2. As for the net charge: +1.

---

[2]
Molecular formula: C35H28BrCoN2O3P
Method: DFT, wB97M-V/def2-TZVPD

Positions of all 71 atoms, in Å:
Co (0.025, -0.156, -0.236)
O (-1.760, 3.758, 0.302)
C (-0.843, 4.279, 1.138)
C (-0.970, 5.609, 1.531)
C (-0.040, 6.178, 2.384)
C (1.038, 5.437, 2.853)
C (1.160, 4.112, 2.463)
C (0.227, 3.517, 1.624)
C (0.351, 2.055, 1.272)
O (-0.128, 1.748, 0.025)
N (-0.410, 1.288, 2.327)
N (-0.232, -0.119, 2.051)
C (-1.356, -0.640, 1.745)
C (-1.498, -2.104, 1.505)
Br (-0.785, -2.653, -0.168)
C (-2.065, -2.930, 2.369)
C (-2.249, -4.389, 2.233)
C (-1.840, -5.225, 3.269)
C (-2.000, -6.598, 3.170)
C (-2.589, -7.148, 2.040)
C (-3.018, -6.320, 1.013)
C (-2.849, -4.947, 1.107)
H (-1.399, 2.884, 0.009)
H (-1.806, 6.181, 1.149)
H (-0.153, 7.214, 2.679)
H (1.773, 5.887, 3.508)
H (2.002, 3.518, 2.810)
H (1.406, 1.759, 1.381)
H (0.122, 1.445, 3.181)
H (-2.260, -0.027, 1.749)
H (-2.401, -2.480, 3.300)
H (-1.385, -4.795, 4.153)
H (-1.670, -7.238, 3.977)
H (-2.721, -8.220, 1.964)
H (-3.489, -6.743, 0.135)
H (-3.198, -4.304, 0.310)
O (-1.032, -0.061, -2.610)
C (0.053, -0.042, -2.077)
C (1.325, 0.040, -2.843)
C (1.356, 0.303, -4.211)
C (2.573, 0.391, -4.859)
C (3.764, 0.220, -4.154)
C (3.737, -0.049, -2.795)
C (2.510, -0.149, -2.146)
P (2.270, -0.511, -0.384)
C (2.724, -2.258, -0.172)
C (2.533, -2.808, 1.098)
C (2.744, -4.158, 1.317)
C (3.125, -4.980, 0.263)
C (3.298, -4.444, -1.003)
C (3.103, -3.085, -1.223)
C (3.620, 0.442, 0.382)
C (4.652, -0.143, 1.109)
C (5.654, 0.649, 1.657)
C (5.632, 2.023, 1.478)
C (4.610, 2.611, 0.742)
C (3.608, 1.826, 0.196)
H (0.420, 0.448, -4.735)
H (2.607, 0.604, -5.920)
H (4.711, 0.303, -4.671)
H (4.661, -0.171, -2.243)
H (2.192, -2.172, 1.910)
H (2.595, -4.574, 2.306)
H (3.278, -6.038, 0.429)
H (3.586, -5.084, -1.828)
H (3.239, -2.675, -2.215)
H (4.679, -1.216, 1.245)
H (6.453, 0.187, 2.223)
H (6.413, 2.638, 1.907)
H (4.590, 3.683, 0.596)
H (2.813, 2.287, -0.380)

Cartesian forces, eV/Å:
Co 0.08 -0.09 0.09
O -0.01 -0.07 -0.03
C 0.00 0.03 0.05
C 0.00 0.00 -0.01
C 0.01 -0.02 0.01
C 0.00 0.01 0.00
C -0.02 0.03 -0.02
C 0.02 -0.02 0.02
C -0.02 -0.07 -0.03
O -0.17 0.13 0.08
N 0.09 0.06 -0.06
N 0.00 0.14 0.16
C -0.14 -0.10 -0.05
C 0.04 0.06 0.03
Br -0.02 0.06 -0.06
C 0.01 -0.08 -0.01
C -0.02 0.02 0.00
C 0.00 0.00 0.01
C 0.00 0.00 0.00
C 0.00 0.02 -0.01
C 0.01 -0.02 0.01
C 0.00 0.01 -0.02
H 0.01 0.05 -0.02
H 0.00 0.00 0.00
H 0.00 0.00 0.00
H 0.00 0.00 0.00
H 0.00 0.00 0.00
H 0.04 0.00 -0.03
H -0.06 -0.06 0.04
H 0.01 0.01 0.03
H 0.02 0.01 0.00
H -0.01 0.00 0.00
H 0.00 0.00 0.00
H 0.00 0.00 0.00
H 0.00 0.00 0.00
H 0.00 0.00 0.00
O 0.01 0.03 0.08
C -0.24 -0.02 0.03
C 0.37 0.07 -0.42
C -0.10 0.01 0.08
C 0.05 0.01 -0.06
C -0.05 0.00 0.04
C 0.01 0.01 -0.08
C 0.02 -0.03 0.11
P -0.07 -0.15 -0.07
C 0.08 0.01 0.02
C -0.01 0.01 -0.01
C 0.01 0.00 -0.01
C 0.00 0.00 0.02
C 0.01 0.01 -0.03
C 0.02 -0.02 0.05
C 0.06 -0.09 0.01
C -0.04 0.05 0.01
C -0.01 0.01 0.00
C 0.01 -0.02 0.01
C -0.02 0.02 -0.02
C 0.02 0.01 -0.01
H 0.01 0.00 -0.02
H -0.01 0.00 0.00
H 0.00 0.00 0.00
H -0.01 -0.01 0.02
H 0.00 0.00 0.00
H 0.00 0.00 0.00
H 0.00 0.00 0.00
H 0.00 0.00 0.00
H -0.01 -0.01 0.00
H 0.01 0.00 0.01
H 0.00 0.00 0.00
H 0.00 0.00 0.00
H 0.00 0.00 0.00
H -0.01 0.00 0.02

The relative energy (zero: lowest compared OMol25 entry of this formula, charge and spin) is 0.588 eV. The value obtained for the strongest force on any atom is 0.0110 hartree/bohr. The HOMO-LUMO gap (alpha / beta) comes out at 0.273 / 0.280 hartree. Its HOMO energy (alpha / beta) is -7.60 / -7.71 eV. Its spin multiplicity is 2.

---

[3]
Molecular formula: C35H28FGeIN7O4ReS
Method: DFT, wB97M-V/def2-TZVPD

Positions of all 79 atoms, in Å:
Re (0.110, 0.442, -0.332)
F (7.365, 1.635, -0.515)
C (6.415, 1.636, -1.445)
C (5.226, 2.190, -1.192)
N (4.202, 2.166, -2.119)
C (2.949, 2.833, -1.870)
C (1.904, 1.936, -1.224)
O (0.685, 2.266, -1.294)
O (2.206, 0.879, -0.595)
C (4.326, 1.473, -3.307)
O (3.370, 1.311, -4.044)
N (5.580, 0.998, -3.566)
C (6.722, 1.034, -2.743)
O (7.778, 0.609, -3.120)
H (5.030, 2.679, -0.248)
H (2.538, 3.200, -2.809)
H (3.121, 3.686, -1.213)
H (5.719, 0.586, -4.479)
S (-5.324, 2.336, -0.431)
C (-4.011, 1.536, -0.411)
N (-2.984, 0.895, -0.377)
N (2.632, 1.697, 4.308)
C (1.585, 1.945, 3.499)
C (1.394, 1.252, 2.284)
N (0.310, 1.440, 1.540)
C (-0.579, 2.361, 1.958)
C (-0.349, 3.074, 3.120)
N (0.704, 2.865, 3.895)
H (3.363, 1.054, 4.063)
H (2.736, 2.259, 5.136)
H (2.141, 0.552, 1.935)
H (-1.452, 2.529, 1.348)
H (-1.043, 3.842, 3.441)
I (3.318, -2.893, -4.113)
C (1.702, -1.591, -3.839)
C (0.994, -1.076, -4.913)
C (-0.058, -0.214, -4.651)
C (-0.359, 0.115, -3.345)
N (0.319, -0.393, -2.302)
C (1.333, -1.232, -2.558)
H (1.272, -1.323, -5.928)
H (-0.643, 0.198, -5.461)
H (-1.149, 0.812, -3.106)
H (1.875, -1.626, -1.708)
C (-1.753, 0.536, -0.321)
Ge (-2.425, -1.357, 1.242)
C (-3.064, -2.478, -0.212)
C (-4.077, -3.398, 0.063)
C (-4.468, -4.296, -0.918)
C (-3.851, -4.279, -2.161)
C (-2.849, -3.356, -2.435)
C (-2.451, -2.450, -1.466)
C (-3.610, -0.227, 2.277)
C (-3.110, 0.655, 3.236)
C (-3.970, 1.560, 3.836)
C (-5.316, 1.579, 3.490)
C (-5.816, 0.683, 2.553)
C (-4.963, -0.216, 1.934)
C (-0.574, -1.639, 1.780)
C (-0.152, -1.529, 3.100)
C (1.175, -1.784, 3.420)
C (2.085, -2.117, 2.422)
C (1.668, -2.220, 1.104)
C (0.330, -1.994, 0.773)
H (-4.549, -3.418, 1.038)
H (-5.252, -5.010, -0.706)
H (-4.156, -4.986, -2.920)
H (-2.383, -3.339, -3.411)
H (-1.693, -1.705, -1.682)
H (-2.063, 0.636, 3.514)
H (-3.591, 2.245, 4.582)
H (-5.980, 2.296, 3.954)
H (-6.868, 0.683, 2.303)
H (-5.343, -0.913, 1.195)
H (-0.857, -1.282, 3.885)
H (1.500, -1.733, 4.451)
H (3.119, -2.315, 2.674)
H (2.377, -2.518, 0.341)
H (-0.045, -2.287, -0.204)

Cartesian forces, eV/Å:
Re -3.11 -0.98 1.09
F 0.08 0.02 -0.12
C -0.13 0.12 0.28
C 0.30 -0.06 0.03
N -0.04 0.08 0.08
C -0.09 -0.28 0.16
C 0.54 0.99 -0.49
O -0.31 -0.71 0.20
O -0.30 -0.26 0.02
C -0.33 -0.08 -0.04
O 0.00 -0.02 -0.06
N 0.21 -0.03 -0.04
C -0.16 0.01 -0.19
O -0.01 -0.03 0.15
H -0.02 0.00 0.00
H -0.03 0.00 0.03
H -0.06 0.03 0.03
H -0.04 -0.07 -0.01
S 0.07 -0.04 -0.14
C 0.21 0.12 -0.06
N -0.77 0.44 -0.54
N 0.09 -0.06 0.05
C -0.36 0.11 -0.13
C 0.22 -0.03 0.15
N 0.32 0.41 0.20
C -0.07 0.15 -0.04
C 0.01 -0.15 -0.10
N 0.15 -0.03 0.09
H 0.02 0.03 -0.03
H 0.03 0.01 -0.01
H -0.08 -0.03 -0.07
H 0.01 0.03 0.00
H -0.04 -0.02 -0.04
I -0.26 0.26 0.07
C 0.27 -0.27 -0.06
C 0.06 0.07 0.04
C -0.05 -0.09 0.01
C -0.08 0.04 -0.09
N 0.34 0.11 -0.11
C 0.03 -0.20 -0.02
H -0.04 -0.03 -0.01
H 0.01 0.08 0.03
H -0.01 0.00 -0.01
H -0.01 0.09 0.01
C 2.93 0.41 -0.17
Ge 0.39 0.32 -0.38
C 0.17 0.32 0.55
C 0.09 0.11 0.05
C -0.04 -0.05 0.01
C -0.01 0.00 0.05
C 0.00 0.03 -0.09
C -0.08 0.02 0.08
C 0.43 -0.62 -0.27
C -0.05 -0.14 0.01
C 0.03 0.07 0.05
C 0.01 -0.06 -0.03
C -0.06 -0.03 0.09
C 0.09 -0.14 0.19
C -0.81 0.08 0.15
C 0.17 0.03 0.16
C -0.17 0.03 -0.02
C 0.10 -0.01 -0.20
C 0.30 0.04 0.12
C 0.11 0.10 -0.51
H -0.05 -0.07 -0.03
H 0.00 -0.01 -0.03
H 0.00 0.01 -0.01
H 0.00 -0.01 -0.01
H -0.05 -0.16 -0.05
H -0.05 0.04 -0.01
H -0.02 0.02 0.01
H -0.01 -0.03 0.04
H -0.01 0.03 0.00
H -0.05 0.06 -0.04
H 0.04 -0.01 0.01
H -0.01 -0.01 0.01
H -0.01 -0.04 0.01
H -0.01 -0.02 0.00
H 0.07 -0.02 -0.02

The relative energy (zero: lowest compared OMol25 entry of this formula, charge and spin) is 1.654 eV. The value obtained for the strongest force on any atom is 0.0669 hartree/bohr. The HOMO-LUMO gap comes out at 0.237 hartree. Its HOMO energy is -13.33 eV. As for the net charge: +2.